94
Properties=species:S:1:pos:R:3:lowdin_charge:R:1 method="wB97M-V/def2-TZVPD" spin_multiplicity=1 de_lowest_kcal_mol=0.0 max_force_ev_per_a=0.5 total_charge=+2 e_lumo_ev=-4.27 homo_energy_ev=-12.60
K 0.36734 -1.61890 0.16553 0.576
N -2.65266 1.78532 0.09999 0.013
N -3.87215 1.09403 -0.08049 -0.047
C -3.98333 -0.21561 0.20760 -0.851
N -5.15892 -0.78302 -0.08928 0.127
S -2.70461 -1.12011 0.83684 0.589
H -2.07895 1.14329 0.65397 0.000
H -2.83968 2.59139 0.69218 0.118
H -4.44915 1.47541 -0.81603 0.148
H -5.97875 -0.23414 -0.29277 0.125
H -5.27922 -1.75948 0.11686 0.107
C 4.09616 2.17993 1.63402 -0.039
N 3.24668 1.65643 2.68388 -0.148
C 3.81724 1.71453 4.02243 -0.039
C 2.08337 0.98393 2.42309 -0.392
N 1.82550 0.26764 1.35405 0.049
C 2.87429 -0.32974 0.63437 -0.305
C 3.93056 -0.99602 1.26975 -0.021
C 4.90007 -1.67459 0.55454 -0.055
C 4.83035 -1.73164 -0.83308 -0.061
C 3.78667 -1.09963 -1.48261 -0.032
C 2.81683 -0.38615 -0.77327 -0.276
N 1.68500 0.13759 -1.45658 0.101
C 1.80064 0.74755 -2.56573 -0.376
N 0.53140 0.85257 -3.33738 -0.248
C 0.13822 -0.47640 -3.88277 -0.029
C 0.52592 1.86942 -4.42690 -0.036
N 2.87398 1.41621 -3.06830 -0.141
C 3.44258 1.12324 -4.38202 -0.032
C 3.79046 2.06944 -2.14316 -0.016
N 1.10038 1.12897 3.35164 -0.139
C 0.90047 2.36235 4.09877 -0.038
C -0.00338 0.19420 3.40645 -0.045
H 4.99929 1.57913 1.49189 0.099
H 4.39472 3.19810 1.89558 0.103
H 3.54528 2.21303 0.69999 0.057
H 4.83910 1.32829 3.98946 0.099
H 3.23964 1.09976 4.70686 0.096
H 3.85380 2.73588 4.40766 0.096
H 3.97450 -0.98266 2.35211 0.125
H 5.70084 -2.17792 1.07961 0.116
H 5.57072 -2.28078 -1.39814 0.114
H 3.70018 -1.17049 -2.56089 0.118
H 0.05824 -1.19197 -3.06686 0.054
H 0.88013 -0.82202 -4.60338 0.105
H -0.82527 -0.37995 -4.38049 0.097
H 0.96956 2.79298 -4.06486 0.100
H -0.50855 2.03978 -4.71951 0.087
H 1.06800 1.51631 -5.29948 0.093
H 2.84377 0.39299 -4.92007 0.082
H 4.43832 0.69208 -4.25034 0.103
H 3.53404 2.02823 -4.98395 0.103
H 3.22283 2.45985 -1.30017 0.074
H 4.24691 2.90990 -2.66612 0.108
H 4.58046 1.40500 -1.78369 0.096
H 1.60314 3.12221 3.77053 0.081
H 1.02418 2.20719 5.17194 0.099
H -0.11211 2.73123 3.91942 0.096
H 0.33050 -0.79368 3.09881 0.078
H -0.83929 0.49672 2.76674 0.060
H -0.36492 0.13108 4.43271 0.103
Ge -0.94580 1.46734 -1.98192 1.058
C -2.54328 1.43216 -3.05570 -0.324
C -3.24095 0.22102 -3.07168 -0.153
C -4.43066 0.10011 -3.77664 -0.063
C -4.93754 1.19273 -4.46716 -0.054
C -4.25866 2.40447 -4.44934 -0.057
C -3.06761 2.52481 -3.74790 -0.098
C -0.12703 3.07412 -1.31507 -0.297
C -0.21313 4.29584 -1.98332 -0.101
C 0.40568 5.42479 -1.46402 -0.057
C 1.11316 5.34197 -0.27252 -0.052
C 1.20315 4.12930 0.39867 -0.070
C 0.58836 2.99843 -0.11939 -0.119
H -0.92563 0.24216 -1.09590 -0.031
H -2.86192 -0.63712 -2.52348 0.032
H -4.95659 -0.84589 -3.78876 0.114
H -5.86289 1.10148 -5.02025 0.117
H -4.65837 3.25675 -4.98238 0.116
H -2.56210 3.48186 -3.73833 0.092
H -0.76386 4.38490 -2.91168 0.090
H 0.33134 6.36891 -1.98691 0.116
H 1.59285 6.22369 0.13160 0.116
H 1.75821 4.06360 1.32758 0.097
H 0.68915 2.04757 0.39148 0.070
C -1.19206 -4.99225 -3.11743 -0.442
Te -1.95730 -3.49266 -1.80833 1.102
C -2.31808 -4.82997 -0.18861 -0.435
H -0.27197 -5.41038 -2.72056 0.005
H -0.99983 -4.52751 -4.08195 -0.005
H -1.93969 -5.77057 -3.24094 0.008
H -3.05214 -5.56686 -0.50117 0.010
H -2.71362 -4.24197 0.63593 -0.025
H -1.39593 -5.32304 0.10561 0.009

---

95
Properties=species:S:1:pos:R:3:lowdin_charge:R:1 method="wB97M-V/def2-TZVPD" spin_multiplicity=1 de_lowest_kcal_mol=8.3 max_force_ev_per_a=2.5 total_charge=-1 e_lumo_ev=2.64 homo_energy_ev=-3.27
Pd 0.15906 0.13476 -0.25884 0.001
C 1.02859 2.60722 2.39123 -0.313
As 1.78999 1.30146 1.13732 1.095
C 3.32203 0.81089 2.30060 -0.313
C 2.68769 2.65539 0.01107 -0.347
C 3.50007 2.22564 -1.22764 -0.650
C 4.42616 1.05999 -0.86603 -0.074
C 2.61101 1.85899 -2.42324 -0.353
As 1.50601 0.21474 -2.43130 1.135
C 2.90490 -1.08690 -2.96107 -0.305
C 0.83869 0.54446 -4.25803 -0.316
C 4.34061 3.47222 -1.59250 -0.389
As 5.39406 3.78333 -3.24892 1.109
C 3.96735 4.04622 -4.58471 -0.356
C 6.00422 2.00945 -3.85579 -0.361
H 0.21440 3.13869 1.89914 0.008
H 1.77959 3.31785 2.74597 0.018
H 0.60843 2.06778 3.24025 0.018
H 4.02082 1.64769 2.36779 0.013
H 3.84268 -0.06518 1.91702 0.009
H 2.94321 0.58666 3.29848 0.012
H 3.34105 3.22358 0.68471 0.069
H 1.88326 3.32585 -0.30829 0.072
H 3.82885 0.20141 -0.54943 0.053
H 5.09802 1.33717 -0.04916 0.083
H 5.02967 0.76251 -1.72428 0.059
H 3.24278 1.76958 -3.30878 0.020
H 1.89465 2.66414 -2.59899 0.065
H 3.71772 -0.61752 -3.52064 0.005
H 2.43994 -1.85136 -3.58578 0.016
H 3.29878 -1.57477 -2.07110 -0.001
H 1.64948 0.73680 -4.96604 0.014
H 0.17216 1.40505 -4.21577 0.006
H 0.26970 -0.32221 -4.59667 0.012
H 5.06795 3.63510 -0.78997 0.053
H 3.68764 4.35312 -1.57878 0.064
H 3.20044 4.69865 -4.16713 0.015
H 3.50085 3.11137 -4.88901 0.003
H 4.38702 4.53488 -5.46448 0.003
H 6.75105 1.61729 -3.16631 0.011
H 6.47763 2.13975 -4.82972 0.009
H 5.19315 1.28985 -3.95367 -0.007
C 0.93979 -2.37737 2.31294 -0.095
C 1.31570 -3.11661 1.03445 -0.355
O 1.78574 -2.27152 0.00960 -0.197
H 0.43582 -3.04089 3.01991 0.049
H 0.27031 -1.55180 2.05997 0.034
H 1.82194 -1.94638 2.79073 0.060
H 0.44847 -3.70175 0.69373 0.089
H 2.12584 -3.82563 1.23591 0.102
H 1.10711 -1.52293 -0.17728 -0.047
C -1.87242 4.87538 -2.26339 -0.045
N -2.24678 3.95504 -1.21215 -0.068
C -3.33549 4.16916 -0.42464 -0.084
C -3.66592 3.30530 0.54479 0.005
C -2.82479 2.13268 0.75986 -0.455
O -3.11603 1.31117 1.65395 -0.040
N -1.74966 1.93911 -0.04579 0.154
C -1.43968 2.79996 -1.03205 -0.517
O -0.48538 2.70276 -1.80980 -0.045
H -2.63868 5.64411 -2.35763 0.079
H -1.76886 4.34274 -3.20800 0.087
H -0.91121 5.34449 -2.04445 0.089
H -3.90394 5.06668 -0.63792 0.116
H -4.53475 3.44914 1.16832 0.104
C -2.12820 -6.51339 4.21297 -0.061
C -3.04649 -5.37722 3.84472 -0.291
C -2.57751 -4.07446 3.73207 -0.033
C -3.41181 -3.02497 3.38155 -0.008
C -4.75619 -3.26410 3.10885 -0.260
N -5.66349 -2.25994 2.73661 0.120
C -5.43410 -0.93390 2.36192 -0.525
O -6.23318 -0.07906 2.70055 0.048
N -4.33125 -0.66653 1.60844 0.141
C -3.59588 -1.51535 0.76818 -0.213
C -4.10117 -2.65051 0.14290 -0.017
C -3.27372 -3.35541 -0.71809 -0.068
C -1.98209 -2.90696 -0.94212 -0.161
N -1.48438 -1.83120 -0.34028 0.046
C -2.27485 -1.16284 0.50086 -0.093
C -5.23916 -4.56627 3.23788 -0.035
C -4.39760 -5.60228 3.60209 -0.060
H -1.21486 -6.14227 4.67663 0.071
H -1.84692 -7.08512 3.32567 0.078
H -2.61392 -7.19717 4.91044 0.071
H -1.53173 -3.87043 3.92765 0.095
H -3.01685 -2.01982 3.33279 0.120
H -6.60424 -2.38550 3.07207 0.137
H -4.00355 0.30735 1.62706 0.013
H -5.12050 -2.97008 0.30896 0.111
H -3.63209 -4.24718 -1.21556 0.095
H -1.32127 -3.41946 -1.63313 0.104
H -1.85415 -0.27560 0.96801 0.073
H -6.28945 -4.75852 3.04708 0.107
H -4.79786 -6.60621 3.69064 0.107

---

| no. | frontier orbital gap (eV) |
| --- | --- |
| 1 | 8.3307 |
| 2 | 5.9124 |